Record 1
ORCA calculation (wB97M-V/def2-TZVPD) on C6H10O as an isolated structure at a distorted geometry.

Values from the calculation:
F_max (eV Å⁻¹): 2.2
LUMO level (eV): 1.135
Relative energy (zero: lowest compared OMol25 entry of this formula, charge and spin) (kJ/mol): 259.4

```
17
Properties=species:S:1:pos:R:3:lowdin_charge:R:1
H 2.7801 -0.7775 -0.4751 0.11
H -0.3836 2.2717 -0.3599 0.08
H -1.9021 2.1698 -1.2602 0.07
C 1.0961 -0.1544 0.7487 -0.16
H -0.7025 -0.0084 -1.4375 0.10
H 1.6320 0.5428 1.3780 0.13
C 1.1050 -1.6434 0.7197 -0.22
H -0.9011 -0.0217 1.6217 0.15
H -1.9156 2.0518 0.5047 0.07
H -2.1815 -0.2298 -0.5199 0.12
C -1.3587 1.7719 -0.3969 -0.10
H 1.7924 -2.4379 0.5326 0.13
H 1.1812 -0.9275 -1.3915 0.10
O -0.3023 -1.7658 0.6035 -0.04
C -1.1985 0.2572 -0.4973 -0.20
C 1.6860 -0.7797 -0.4493 -0.08
C -0.4269 -0.3190 0.6789 -0.29
```


Record 2
ORCA calculation (wB97M-V/def2-TZVPD) on an isolated ion of composition C5H8NO and charge +1 at a distorted geometry.

Values from the calculation:
F_max (eV Å⁻¹): 4.5
LUMO level (eV): -4.379
SMILES string: C#CC(=O)C[NH2+]C
Relative energy (zero: lowest compared OMol25 entry of this formula, charge and spin) (kJ/mol): 237.4
Total charge: +1

```
15
Properties=species:S:1:pos:R:3:lowdin_charge:R:1
H 2.4654 0.8275 -1.3693 0.07
H 0.1578 -0.6483 -1.4407 0.19
C -2.7245 -0.1791 2.5304 0.23
H -3.4489 0.1072 3.2688 0.07
N 0.5147 0.2965 -1.0496 -0.01
C -1.0063 -0.6039 0.5696 -0.36
C 0.1654 0.4233 0.3617 -0.04
H 0.9024 0.3393 1.1577 0.16
C -1.9747 -0.2626 1.5640 -0.01
C 1.9162 -0.0141 -1.3318 0.01
H 2.2810 -0.6345 -0.4864 0.14
H 0.0970 0.9909 -1.6152 0.17
H 2.1021 -0.5325 -2.2615 0.12
O -1.1154 -1.4910 -0.2490 0.12
H -0.3322 1.3812 0.3512 0.14
```


Record 3
ORCA calculation (wB97M-V/def2-TZVPD) on C4H8O2 as an isolated structure at a distorted geometry.

Values from the calculation:
F_max (eV Å⁻¹): 3.3
LUMO level (eV): 0.613
Relative energy (zero: lowest compared OMol25 entry of this formula, charge and spin) (kJ/mol): 544.4

```
14
Properties=species:S:1:pos:R:3:lowdin_charge:R:1
O 0.0384 -1.2165 0.3407 0.03
H -2.4346 0.6126 -1.1175 0.08
H -2.5574 -1.1341 -0.8237 0.09
C 0.4083 0.0674 0.5169 -0.26
C 1.5714 0.6939 -0.1712 -0.33
H -1.5503 -0.1028 1.2462 0.14
O 2.6634 0.1401 0.4207 -0.15
H -1.2334 -0.5098 -1.8204 0.09
H 1.2204 0.3008 -1.1506 0.14
C -1.8544 -0.2970 -0.9460 -0.03
H 1.5447 1.7975 -0.2593 0.13
C -1.0147 -0.2190 0.3086 -0.24
H 2.0939 -0.0985 1.5030 0.13
H 1.1045 -0.0346 1.9526 0.18
```


Record 4
ORCA calculation (wB97M-V/def2-TZVPD) on C13H10F6IN6O4S2SeW as an isolated structure.

Values from the calculation:
F_max (eV Å⁻¹): 1.0
LUMO level (eV): -12.769
Relative energy (zero: lowest compared OMol25 entry of this formula, charge and spin) (kJ/mol): 48.0
Total charge: +3

```
44
Properties=species:S:1:pos:R:3:lowdin_charge:R:1
H -0.0276 -0.4583 -3.3894 0.15
C -0.0215 4.5146 1.7456 0.06
C -2.1885 1.7864 -2.7454 -0.74
O 0.9326 -5.0758 0.4814 -0.13
C -1.4502 1.0611 -3.6741 -0.05
C 2.9739 -0.8214 1.8751 -0.09
F -3.3184 -1.7214 -2.4946 0.20
I -3.6688 3.1674 -3.1048 1.04
C 0.9162 5.0703 0.8850 0.02
N 0.0816 0.9570 0.7526 -0.11
H -0.5445 5.1455 2.4545 0.15
F -0.9823 -2.6509 2.6246 0.15
N -0.7420 0.4314 -1.6687 -0.22
C 1.3127 2.8454 -0.0818 -0.30
C -0.5428 -3.8925 2.4152 -0.68
Se 2.1419 0.5093 -1.4286 1.02
H -1.4832 1.0504 -4.7533 0.16
W 0.2707 -0.5594 -0.0238 1.60
H 2.3293 4.6335 -0.6934 0.15
O 0.7695 -2.6066 0.4695 -0.50
N -1.2145 -3.9462 -0.2575 -0.23
F -4.0020 -3.0526 -0.9226 0.24
S 0.1038 -3.9563 0.6547 0.77
O -1.5730 -1.4516 0.0157 -0.43
H -1.0486 2.7369 2.4367 0.15
H 4.9832 -0.4356 2.2183 0.12
F -2.9750 -3.8593 -2.6545 0.25
N 2.0405 2.1966 -0.9665 -0.26
C -0.3216 3.1310 1.7382 0.06
H -2.0313 1.6775 -0.5375 0.12
N 2.0311 -0.7098 1.2293 0.01
F 0.4664 -4.1586 3.2051 0.21
O -0.3859 -2.1541 -1.9004 -0.34
C 4.1541 -0.9621 2.6954 0.04
C -1.7063 1.3685 -1.5167 -0.16
H 4.3996 -2.0212 2.7922 0.13
C 1.5821 4.2497 -0.0094 0.10
H 1.1270 6.1308 0.9186 0.14
N -0.6012 0.2794 -3.0068 0.01
F -1.5091 -4.7566 2.5344 0.23
C -3.1120 -2.8511 -1.8475 -0.68
S -1.4410 -2.6177 -0.9873 0.77
C 0.3145 2.3082 0.8428 -0.25
H 3.9607 -0.5321 3.6797 0.12
```


Record 5
ORCA calculation (wB97M-V/def2-TZVPD) on one molecule with the formula C5H10N2O at a distorted geometry.

Values from the calculation:
F_max (eV Å⁻¹): 8.2
LUMO level (eV): 0.791
SMILES string: O[C@H]1CNC[C@@H]2N[C@H]21
Relative energy (zero: lowest compared OMol25 entry of this formula, charge and spin) (kJ/mol): 737.4

```
18
Properties=species:S:1:pos:R:3:lowdin_charge:R:1
H 0.3829 -0.5825 -2.0837 0.11
H 2.0181 0.9762 -1.3878 0.15
N 1.0036 0.8560 -0.9613 -0.08
C -0.9649 -0.2478 -0.5367 -0.46
H -0.6260 -1.3252 -0.1940 0.17
N -2.3712 -0.2801 0.0647 0.14
O 0.4272 -1.2049 1.9451 -0.03
C -0.2201 0.1967 -1.6140 -0.19
C -0.8713 0.3941 0.7210 -0.18
H -0.6346 1.4624 0.6371 0.15
H -2.8406 0.6138 -0.4008 0.11
H -0.6440 0.8924 -2.4889 0.16
C 0.3065 -0.0090 1.3864 -0.50
H -0.5840 -1.4049 2.1351 0.18
H 2.3420 0.3450 0.3318 0.10
H 0.4293 0.7337 2.1567 0.14
H 1.4838 -1.2980 0.0844 0.16
C 1.3631 -0.1177 0.2051 -0.13
```


Record 6
ORCA calculation (wB97M-V/def2-TZVPD) on a 7-piece molecular cluster, C17H41F3O9PS6 overall at a distorted geometry.

Values from the calculation:
F_max (eV Å⁻¹): 2.2
LUMO level (eV): 0.970
Total charge: -1

```
77
Properties=species:S:1:pos:R:3:lowdin_charge:R:1
C 3.8479 -6.7003 -2.8854 -0.27
H 1.8793 -8.7324 -3.1590 0.05
H 2.3313 1.3484 2.7802 0.06
F -10.7938 1.6294 -0.6458 0.22
C 2.9453 0.4835 2.5308 -0.30
H 5.3079 -4.4169 1.5080 0.06
H -7.9810 3.8975 0.7901 0.11
C -5.6405 1.1874 -0.8356 -0.90
C -1.1872 -0.9831 3.4605 -0.28
H 6.3145 7.4953 3.7456 0.05
O -0.0797 0.1959 1.3563 -0.57
H -0.9664 -1.9473 3.0006 0.05
H -7.3300 4.4978 -1.8809 0.06
O 4.7760 1.3573 4.2554 -0.58
C 6.0536 6.8472 2.9086 -0.27
H 3.4765 -2.7664 -1.4020 0.05
H 5.1125 6.3333 3.1056 0.06
C -3.3696 -0.7494 -3.5704 -0.27
H 4.5926 1.9461 0.7345 0.06
C 7.1845 4.8293 4.2514 -0.26
C -4.0739 -0.2071 -6.0948 -0.28
C -7.9428 3.3369 -0.1531 -0.19
H 4.0532 3.0144 2.0648 0.06
C -2.6375 -0.5069 1.2709 -0.27
H 6.1695 4.4454 4.3605 0.06
H -4.3450 0.5158 -6.8620 0.04
H 2.8153 0.2228 1.4823 0.04
H -3.1453 -0.7074 -6.3756 0.05
H 1.7131 -9.3166 -1.4870 0.05
H 3.5978 -4.5871 2.0050 0.05
H -4.1993 -1.4541 -3.5341 0.05
O -5.2928 1.1113 0.3619 -0.12
H 4.6942 -3.5276 2.9235 0.05
F -9.9139 2.0685 -2.5092 0.21
H -2.3192 -1.5033 0.9581 0.06
H 1.4028 -7.6030 -1.8550 0.06
H -6.3342 4.7826 -0.4597 0.07
H -7.7679 2.2804 0.0640 0.10
H -4.8769 -0.9353 -5.9798 0.05
H -2.1237 -1.0336 4.0158 0.05
H 2.6514 -0.3611 3.1513 0.04
S 3.9983 -2.5018 0.9001 0.79
F -9.9675 4.7508 -0.7822 -0.03
C 4.7809 2.2609 1.7608 -0.27
S -1.3162 0.2840 2.1861 0.81
S 7.3634 5.6402 2.6555 0.80
O -6.0063 0.2125 -1.5370 -0.15
C -9.9941 2.4500 -1.2609 -0.21
H -3.4741 3.2707 -1.9151 0.01
H -2.8638 0.0981 0.3961 0.04
S -3.8484 0.6817 -4.5423 0.77
C 3.7321 -3.4563 -0.5995 -0.27
P -5.5845 2.8452 -1.7336 0.92
S 4.6764 0.8416 2.8524 0.80
H 5.7832 2.6750 1.8342 0.01
H 5.9616 7.4427 2.0025 0.05
O -2.6365 1.5356 -4.7032 -0.57
H 3.1220 -5.9442 -2.5853 0.05
O 5.2273 -1.6935 0.6935 -0.55
H -2.4873 -1.2167 -4.0129 0.05
C -6.8476 4.0045 -1.0370 -0.34
H 4.6417 -3.9982 -0.8608 0.05
C -9.3254 3.5079 -0.7410 -0.32
C 4.4448 -3.9046 1.9334 -0.26
H -3.1409 -0.4103 -2.5627 0.04
H -0.3786 -0.7068 4.1357 0.04
C 2.0085 -8.4734 -2.1080 -0.27
O 6.8847 4.6832 1.6262 -0.55
S 3.7432 -8.1221 -1.7866 0.80
H 4.8519 -6.2863 -2.8163 0.05
H 2.9086 -4.1543 -0.4451 0.05
O 3.8424 -7.6134 -0.3943 -0.56
H 3.6583 -7.0189 -3.9106 0.05
O -4.1300 3.5552 -1.2723 -0.34
H -3.5276 -0.5701 1.8948 0.06
H 7.4096 5.5408 5.0465 0.05
H 7.8909 4.0028 4.2922 0.05
```


Record 7
ORCA calculation (wB97M-V/def2-TZVPD) on a 2-piece molecular cluster, C2H2Cl3NO2 overall at a distorted geometry.

Values from the calculation:
F_max (eV Å⁻¹): 6.0
LUMO level (alpha / beta) (eV): -0.693 / -5.302
2S+1: 3
Relative energy (zero: lowest compared OMol25 entry of this formula, charge and spin) (kJ/mol): 742.1

```
10
Properties=species:S:1:pos:R:3:lowdin_charge:R:1
C 0.5276 0.1783 1.9328 -1.64
C -0.4022 -0.3209 0.9524 -0.46
O -0.4658 -0.3670 -2.4745 0.00
H -0.8893 -0.0647 -3.3197 0.18
Cl 1.3782 -1.2464 2.5659 0.60
N -1.0822 -0.8384 0.2030 0.14
O 0.6690 0.4847 -2.2930 -0.05
Cl -0.3360 1.1220 3.1499 0.58
Cl 1.8329 1.1528 1.0406 0.47
H -1.2322 -0.1004 -1.7573 0.19
```


Record 8
ORCA calculation (wB97M-V/def2-TZVPD) on a 2-piece molecular cluster, C3H3ClIN overall.

Values from the calculation:
F_max (eV Å⁻¹): 0.9
LUMO level (eV): -0.007
SMILES string: N#C/C=C\I.Cl
Relative energy (zero: lowest compared OMol25 entry of this formula, charge and spin) (kJ/mol): 39.2

```
9
Properties=species:S:1:pos:R:3:lowdin_charge:R:1
C -0.9157 0.2236 0.6106 -0.60
H 2.5947 -0.8194 1.0044 -0.28
C -0.8896 0.6315 -0.6561 -0.24
H -1.1580 0.8832 1.4321 0.04
N -0.2496 -0.9197 -2.5824 0.17
Cl 2.8046 0.2838 1.6091 0.26
H -1.1230 1.6609 -0.8971 0.11
C -0.5403 -0.2040 -1.7343 -0.30
I -0.5231 -1.7398 1.2137 0.84
```


Question: F_max of number 2 (C5H8NO)?
Answer: 4.5 eV Å⁻¹